# 1
A structure of composition C63H60IrN5O3P. Source: the OMol25 dataset; level of theory: ωB97M-V/def2-TZVPD.

Properties
E_HOMO (alpha / beta) = -6.11 / -6.52 eV
2S+1 = 2
Molecular weight = 1158.4 g mol⁻¹

Geometry as XYZ:
```
133
Properties=species:S:1:pos:R:3:lowdin_charge:R:1
Ir -0.01675 0.05387 1.04199 1.386
P 2.82549 1.81178 0.91458 0.920
O -2.67167 -1.86252 -0.55386 0.059
O -4.13080 2.05629 0.32377 0.043
O -2.66064 0.80732 -0.92720 0.042
N 0.27754 -1.83414 1.50725 -0.057
N -0.22422 0.49204 3.02675 -0.051
N -0.04204 -0.40987 -1.01389 -0.054
N 1.31536 1.36375 0.80972 -0.350
N -2.52435 0.78527 1.38234 0.174
C 2.55463 -2.69542 5.15053 -0.039
C 3.16960 0.35728 3.27385 -0.095
C 0.57409 -2.29682 2.76259 -0.205
C 0.77082 -3.71361 2.68795 0.003
C -0.49749 -6.22922 -2.15129 -0.074
C 2.60368 3.59779 -1.18959 -0.086
C 0.55947 2.63723 -3.94876 -0.052
C 0.35496 -2.82050 -0.75824 -0.074
C -3.95059 -1.60354 -0.16204 -0.239
C 4.97717 2.01727 2.89708 -0.074
C -3.07815 2.91521 0.74322 -0.197
C -0.35001 1.74655 4.94462 0.010
C -0.58526 -5.02519 -1.46387 -0.025
C 0.47957 -2.41706 6.31761 -0.037
C 1.24006 -2.22597 5.16613 -0.195
C -3.45671 0.82472 0.26413 -0.446
C -4.40076 -0.33701 0.21342 -0.045
C 0.62259 -4.07981 1.39021 0.012
C -0.76054 4.69297 3.77526 -0.038
C -5.73455 -0.17801 0.58339 -0.011
C -4.82157 -2.68691 -0.13925 -0.011
C -1.82026 3.86460 3.40232 -0.180
C -0.58552 2.68112 -3.13930 -0.159
C 2.77330 3.59520 0.33890 -0.576
C -3.35372 5.60087 4.11928 -0.077
C -1.24217 4.70451 -4.32073 -0.078
C 0.47084 -4.11645 -1.49735 -0.209
C 2.65877 2.76990 3.47140 -0.086
C 1.51412 4.28437 0.92013 -0.088
C 0.79630 3.60008 -4.91670 -0.077
C 0.34352 -2.89165 0.63607 -0.220
C 0.24073 -1.65785 -1.51040 -0.243
C 3.98855 0.77376 -0.15076 -0.580
C 0.28515 -0.22900 4.06527 -0.265
C -1.85372 1.90880 -1.08570 -0.232
C 0.00638 -0.34107 -3.31866 -0.002
C -1.48834 3.73281 -3.36280 -0.021
C 3.34856 0.51252 -1.52006 -0.084
C -0.83148 1.68228 -2.09213 -0.035
C -0.24330 0.40472 -2.11120 -0.247
C 5.37833 1.38780 -0.37306 -0.074
C 1.70320 -5.63977 -2.91173 -0.080
C 2.33133 -3.50533 7.40669 -0.092
C 1.61357 -4.43537 -2.22427 -0.040
C 0.25997 -1.61415 -2.95355 0.016
C -6.13977 -2.51369 0.24249 -0.084
C 0.64617 -6.53900 -2.87851 -0.092
C 3.09868 -3.32752 6.26170 -0.076
C -0.71236 1.65862 3.53000 -0.251
C 0.67465 -1.54101 3.96070 -0.092
C -2.28677 6.41643 4.48001 -0.092
C -2.05408 3.00852 -0.35064 0.061
C -0.98870 5.95344 4.31239 -0.075
C 1.02040 -3.04997 7.43073 -0.078
C 3.48354 1.74154 2.67880 -0.567
C -2.35917 2.02262 1.75659 -0.179
C 4.15140 -0.59876 0.53079 -0.079
C 0.24599 0.58846 5.27204 0.009
C -1.56178 2.50745 2.85570 -0.074
C 4.01508 4.41927 0.69064 -0.077
C -3.12079 4.33808 3.59311 -0.038
C -0.09634 4.64874 -5.10253 -0.090
C -6.60682 -1.25387 0.60253 -0.090
H 2.44485 -3.73798 -2.23981 0.119
H 4.07975 4.64920 1.75263 0.064
H 0.71257 -7.47640 -3.41734 0.100
H 0.25533 4.34216 3.63034 0.089
H 1.71087 4.73762 1.88996 0.057
H -6.07884 0.80560 0.87007 0.116
H 5.32420 2.95577 2.46784 0.064
H 3.96101 -0.36279 3.08198 0.063
H 3.06926 0.45026 4.36050 0.095
H 1.69374 3.53818 -5.52102 0.104
H 4.12252 -3.68182 6.23288 0.102
H -2.40881 3.76771 -2.79477 0.111
H 2.60288 -5.87624 -3.46836 0.102
H 1.28659 1.85375 -3.79441 0.101
H 0.60426 0.28755 6.24466 0.115
H 0.72369 -5.06758 0.96751 0.116
H -0.12044 0.04156 -4.31971 0.117
H -0.14802 6.57832 4.59177 0.103
H 5.15696 2.06568 3.97752 0.095
H 2.75183 -4.00031 8.27369 0.100
H -3.46874 3.86735 1.07955 0.147
H -1.47972 -4.76789 -0.90569 0.122
H 1.59349 2.68200 3.25154 0.047
H 4.58704 -1.28815 -0.19824 0.087
H -0.55178 -2.08096 6.33231 0.123
H 3.19623 -1.02131 0.85479 0.076
H -3.96083 3.69312 3.35336 0.123
H 4.82892 -0.55490 1.38225 0.062
H 0.09874 5.41144 -5.84716 0.100
H 2.23768 -0.04706 2.89057 0.036
H 3.75975 -0.41562 -1.93071 0.088
H 5.97426 0.68390 -0.96484 0.095
H 5.59776 1.20792 2.51128 0.063
H 0.41059 -3.19556 8.31470 0.103
H 2.97806 3.79261 3.27392 0.065
H -7.63829 -1.11159 0.89968 0.098
H -4.37196 5.94250 4.26277 0.103
H 1.81218 2.91898 -1.50477 0.059
H -2.46672 7.40114 4.89283 0.100
H 2.32172 4.60733 -1.50708 0.091
H -1.96095 5.50152 -4.46857 0.103
H -1.38697 3.85940 -0.43030 0.133
H 3.56063 1.30785 -2.22993 0.066
H 0.67594 3.59364 1.02485 0.046
H 3.94408 5.37188 0.15491 0.094
H 1.00182 -4.34667 3.53133 0.116
H 5.33253 2.31974 -0.93788 0.064
H 2.79543 2.58073 4.54023 0.094
H -6.80930 -3.36712 0.25126 0.103
H 1.21112 5.08785 0.24048 0.088
H 3.15234 -2.55410 4.25651 0.115
H -0.61396 2.56016 5.60384 0.119
H -4.44111 -3.65644 -0.43985 0.115
H 3.52334 3.33819 -1.71377 0.068
H 5.92073 1.57490 0.55112 0.058
H -1.32793 -6.92404 -2.12368 0.102
H 2.27498 0.39268 -1.43532 0.046
H 4.94576 3.94340 0.38190 0.063
H 0.40062 -2.46347 -3.60318 0.115
H -2.19358 -1.03953 -0.74236 0.062
```



# 2
A structure of composition C13H9ClN2NiO10S in a non-equilibrium geometry. Source: the OMol25 dataset; level of theory: ωB97M-V/def2-TZVPD.

Properties
E_HOMO (alpha / beta) = -1.78 / -2.62 eV
2S+1 = 1
Energy above the lowest of the compared OMol25 structures with the same formula, charge and spin = 0.0 kJ/mol
Molecular weight = 479.4 g mol⁻¹
Total charge = -2

Geometry as XYZ:
```
37
Properties=species:S:1:pos:R:3:lowdin_charge:R:1
Ni 0.13029 0.38449 -1.56519 0.407
Cl -1.25491 -0.39683 4.01338 0.796
S 0.92390 -0.90459 -3.53330 0.307
O -1.71975 1.48911 -1.78669 0.036
O 1.29313 3.00301 -1.12465 -0.099
O 1.86121 1.38008 0.22857 -0.013
O 2.13619 -1.68457 -3.30854 -0.375
O -3.75373 1.19573 3.52692 0.016
O -4.29830 1.94325 1.51713 0.083
O -3.58444 2.00056 -0.66717 0.058
O 0.45397 -0.96620 -4.90673 -0.367
O -0.15239 -1.31982 -2.55360 -0.396
O 1.17430 0.56177 -3.14055 -0.384
N -0.85717 -0.09029 0.18132 0.123
N -0.49015 -0.58622 1.38436 -0.001
C 1.07169 -2.04747 2.63831 -0.056
C 2.79351 -3.25563 1.45628 -0.104
C 2.15218 -2.91442 2.63541 -0.112
C -2.46456 1.42647 -0.79356 -0.508
C -1.94755 0.63496 0.35914 -0.087
C 0.61231 -1.48330 1.44547 -0.141
C -1.36417 -0.13336 2.33217 -0.536
C 1.16782 1.70956 -0.72252 -0.461
C 2.32652 -2.71390 0.26670 -0.050
C 0.58802 3.46061 -2.27500 -0.100
C -3.51528 1.28424 2.33673 -0.539
C 1.25620 -1.84343 0.25761 0.009
C -2.33088 0.63501 1.71187 -0.056
H 2.79093 -2.96066 -0.67939 0.110
H 0.92100 -1.46502 -0.69445 0.065
H 3.63869 -3.93272 1.46750 0.090
H -0.37401 3.87981 -1.97847 0.077
H -3.92411 1.96855 0.52650 -0.047
H 2.49509 -3.32352 3.57877 0.090
H 1.21606 4.22756 -2.72932 0.076
H 0.60232 -1.81243 3.57377 0.027
H 0.42605 2.64960 -2.97878 0.061
```



# 3
A structure of composition C36H46BrIrN6OSi2. Source: the OMol25 dataset; level of theory: ωB97M-V/def2-TZVPD.

Properties
E_HOMO (alpha / beta) = -9.39 / -10.35 eV
2S+1 = 2
Energy above the lowest of the compared OMol25 structures with the same formula, charge and spin = 0.0 kJ/mol
Molecular weight = 907.1 g mol⁻¹
Total charge = +1

Geometry as XYZ:
```
93
Properties=species:S:1:pos:R:3:lowdin_charge:R:1
Ir -0.15261 -0.06530 -0.25376 1.292
Br -3.12523 -2.26880 -0.37477 0.948
Si 0.80869 3.17121 -0.21023 0.435
Si 0.25060 -2.45798 2.16951 0.443
O 6.69918 -0.73766 1.76988 -0.112
N -0.60034 -1.81228 -1.48095 -0.121
N 1.91721 -0.47111 -0.22493 0.065
N -1.61967 0.70014 -1.03105 -0.092
N 0.11431 -0.74169 1.69310 -0.170
N 4.05405 -0.78653 0.94483 -0.061
N 0.32952 1.69995 0.66823 -0.163
C -5.79207 2.26709 0.60935 -0.065
C 2.93032 -0.62615 0.30930 -0.199
C 1.37612 -2.75784 3.64470 -0.169
C -4.79017 0.52770 -4.51935 -0.066
C 5.96253 0.47037 1.75653 -0.177
C -1.42868 -3.17463 2.58247 -0.182
C 0.98228 2.78521 -2.02775 -0.179
C 1.09245 -3.46046 0.83006 -0.157
C -0.91865 -3.68278 -3.51515 0.007
C -0.48317 4.50430 0.02435 -0.155
C -4.92544 1.97872 -0.43557 -0.032
C -2.30012 1.45111 -3.72522 -0.027
C -1.72173 -2.51785 -1.59485 -0.694
C -3.88336 0.97310 -5.46948 -0.076
C 0.15728 1.25915 4.78502 -0.068
C 0.25987 -2.94924 -3.43550 -0.234
C 0.39058 2.72160 2.88654 -0.041
C -5.56355 1.74026 1.87014 -0.073
C -3.81999 1.15598 -0.22881 -0.191
C 4.48374 0.19345 1.95833 -0.085
C 0.33172 2.55168 4.23805 -0.067
C -2.63604 1.43331 -5.06856 -0.069
C -1.91721 -3.46434 -2.59068 -0.083
C 0.06715 0.16455 3.97454 -0.041
C -2.82226 0.93706 -1.32781 -0.305
C -4.45042 0.93878 2.09112 -0.066
C 6.32600 -1.58469 0.70189 -0.180
C 4.87106 -2.00221 0.83608 -0.100
C -3.21644 1.03545 -2.76357 -0.173
C 0.15778 0.28500 2.56192 -0.303
C 0.35724 -2.03363 -2.40599 -0.105
C -4.46234 0.56078 -3.17173 -0.041
C 0.28934 1.61083 2.00331 -0.300
C 2.50596 3.67102 0.41006 -0.161
C 1.38511 -3.11299 -4.41695 -0.029
C -3.57939 0.65740 1.05336 -0.094
H -5.17090 0.20134 -2.43821 0.115
H -1.80290 -3.83701 1.80224 0.003
H -1.05617 -4.41802 -4.29819 0.129
H -2.84800 -4.01016 -2.62374 0.107
H 0.38654 3.41049 4.89334 0.110
H 1.19988 -3.95115 -5.08570 0.083
H -5.75824 0.15327 -4.82524 0.109
H 2.15195 -3.21016 0.75348 0.011
H -0.30760 5.14187 0.89147 0.030
H 6.11849 0.99742 0.80670 0.133
H 0.06005 3.01214 -2.56353 0.012
H 4.73716 -2.60009 1.74183 0.134
H -4.25804 0.53951 3.07886 0.107
H -5.10381 2.40669 -1.41235 0.115
H 4.31166 -0.23098 2.95110 0.135
H 1.03542 -4.50634 1.14521 0.049
H 0.47130 3.71779 2.47618 0.083
H 2.55174 3.89292 1.47609 0.026
H 2.32861 -2.22564 3.58248 0.028
H 0.07220 1.13713 5.85661 0.110
H -6.24215 1.96405 2.68272 0.108
H -2.17699 -2.39739 2.74734 0.021
H -1.92199 1.77753 -5.80550 0.107
H 1.24838 -1.43203 -2.30004 0.096
H 0.93223 -2.55313 4.61719 0.027
H 1.50055 -2.21548 -5.02584 0.092
H 6.47973 -1.07392 -0.25725 0.133
H -1.31677 1.77668 -3.41351 0.080
H 4.54271 -2.58040 -0.02621 0.134
H -1.34792 -3.75951 3.50166 0.038
H 2.84411 4.55875 -0.13028 0.041
H -6.64490 2.91003 0.43614 0.109
H 6.97366 -2.45829 0.74455 0.136
H 3.21975 2.87014 0.19442 0.020
H 2.33095 -3.29162 -3.90492 0.086
H 0.64888 -3.39089 -0.15844 0.003
H -0.10776 -0.80236 4.41984 0.083
H -4.14494 0.95758 -6.51925 0.107
H 1.59663 -3.82955 3.62297 0.042
H -0.50538 5.15065 -0.85619 0.037
H 6.34444 1.08627 2.56837 0.136
H -1.47291 4.05368 0.13135 0.035
H 1.25018 1.74576 -2.22033 0.006
H 3.88645 1.09847 1.85168 0.124
H -2.69738 0.05660 1.23188 0.049
H 1.76990 3.42033 -2.44098 0.040
```



# 4
A cluster of 2 separate species, C3H11NO in total in a non-equilibrium geometry. Source: the OMol25 dataset; level of theory: ωB97M-V/def2-TZVPD.

Properties
E_HOMO (alpha / beta) = 1.25 / -4.58 eV
2S+1 = 2
Energy above the lowest of the compared OMol25 structures with the same formula, charge and spin = 76.5 kJ/mol
Molecular weight = 77.1 g mol⁻¹
Total charge = -1

Geometry as XYZ:
```
16
Properties=species:S:1:pos:R:3:lowdin_charge:R:1
O -0.48429 -2.35806 2.25100 -0.226
N -0.33108 0.09430 0.03652 -0.147
C 0.40796 0.48160 -1.15347 -0.401
C -1.64940 0.67340 0.30086 -0.349
C 1.90380 0.31158 -1.01395 -0.225
H 0.04530 -1.58352 1.99045 -0.046
H 0.32256 -0.02122 0.79083 0.012
H -1.67491 1.09180 1.32204 0.003
H -2.01640 1.42272 -0.40275 0.048
H -1.41797 -2.11619 2.26733 -0.037
H 2.15170 -0.68398 -0.63216 0.051
H 2.27075 0.49486 -2.05357 0.064
H 2.42596 1.03341 -0.38013 0.041
H 0.28759 1.48558 -1.56619 0.082
H -2.35302 -0.15480 0.29166 0.023
H 0.11144 -0.17149 -2.04849 0.107
```



# 5
The ion C4H13N2O with charge +1 in a non-equilibrium geometry. Source: the OMol25 dataset; level of theory: ωB97M-V/def2-TZVPD.

Properties
E_HOMO = -13.25 eV
SMILES = [NH3+]CCNCCO
2S+1 = 1
Energy above the lowest of the compared OMol25 structures with the same formula, charge and spin = 205.6 kJ/mol
Molecular weight = 105.2 g mol⁻¹
Total charge = +1

Geometry as XYZ:
```
20
Properties=species:S:1:pos:R:3:lowdin_charge:R:1
O 0.96899 0.75148 -1.70918 -0.105
N 0.36819 -0.21650 1.26445 -0.067
N -1.90885 0.19668 -0.62103 0.193
C 1.66215 0.13259 0.57941 -0.161
C -1.88058 -0.80360 0.51704 -0.110
C 1.44667 1.24164 -0.46552 -0.240
C -0.42470 -1.31908 0.65812 -0.189
H -1.33439 0.95420 -0.21120 0.140
H -2.17101 -0.24048 1.39217 0.129
H 2.20736 -0.69877 0.11911 0.126
H -2.84554 0.52800 -0.83422 0.171
H 0.45406 -0.39335 2.25454 0.111
H -0.37288 -2.24817 1.24517 0.129
H -1.41052 -0.17264 -1.42809 0.151
H 2.15433 0.62889 1.42224 0.125
H 0.58276 1.92578 -0.24471 0.124
H 0.05073 -1.64204 -0.26402 0.115
H -2.53898 -1.63422 0.21652 0.136
H 1.62715 0.28132 -2.24556 0.105
H 2.34341 1.82079 -0.64772 0.118
```



# 6
An isolated molecule of C4H7N3 in a non-equilibrium geometry. Source: the OMol25 dataset; level of theory: ωB97M-V/def2-TZVPD.

Properties
E_HOMO = -8.05 eV
SMILES = CNc1cc[nH]n1
2S+1 = 1
Energy above the lowest of the compared OMol25 structures with the same formula, charge and spin = 226.4 kJ/mol
Molecular weight = 97.1 g mol⁻¹

Geometry as XYZ:
```
14
Properties=species:S:1:pos:R:3:lowdin_charge:R:1
N -2.18419 0.22619 -0.56817 -0.026
N 1.25305 0.13620 -0.76560 -0.041
N -1.00884 0.48059 -1.21333 0.075
C -0.62954 -0.49095 0.85631 -0.071
C -0.07467 0.03426 -0.38967 -0.378
C -1.98833 -0.27910 0.63914 -0.167
C 2.28910 0.22687 0.24811 -0.114
H 1.38007 0.76280 -1.55266 0.120
H -3.04825 0.30071 -1.07216 0.144
H 2.23881 1.15195 0.84249 0.081
H 2.19727 -0.61800 0.93260 0.074
H 3.27178 0.17282 -0.23324 0.077
H -0.92314 -1.54504 0.94657 0.107
H -2.77313 -0.55929 1.32962 0.118
```